No. 1
17
Properties=species:S:1:pos:R:3:forces:R:3 method="wB97M-V/def2-TZVPD" homo_ev=-9.3 spin_multiplicity=1 e_above_lowest_ev=2.227 smiles=C[C@H]1N[C@H]1[C@H]1CN1 total_energy_ev=-8325.10592 e_lumo_ha=0.043 total_charge=0
C 0.503005 0.744216 -1.775072 0.0 0.0 -0.1
C 0.509655 -0.707953 -1.335571 -0.2 0.0 -0.3
N 1.304620 -1.168172 -0.204137 0.3 0.2 -0.1
C -0.146142 -1.030687 -0.046266 -0.2 0.0 0.0
C -0.908029 0.051916 0.673979 0.0 -0.1 -0.1
C -0.950519 0.151344 2.148671 -0.1 -0.2 0.2
N -0.258164 1.166919 1.351007 0.2 0.1 0.0
H 1.238329 0.938268 -2.561532 -0.1 -0.1 0.1
H 0.686740 1.443568 -0.949683 0.0 -0.3 -0.1
H -0.490815 0.987903 -2.170379 0.2 0.0 0.0
H 0.489769 -1.440222 -2.136630 -0.2 0.1 -0.1
H 1.919909 -0.416889 0.088813 -0.4 0.2 0.6
H -0.625555 -2.005353 0.032797 0.1 0.1 0.1
H -1.808435 0.346997 0.129245 0.2 0.0 0.1
H -1.859143 0.492689 2.641017 0.2 -0.1 -0.1
H -0.349427 -0.550264 2.723131 -0.1 0.1 -0.1
H 0.744201 0.995719 1.390610 -0.1 0.0 0.0

=====

No. 2
21
Properties=species:S:1:pos:R:3:forces:R:3 method="wB97M-V/def2-TZVPD" homo_ev=-5.8 spin_multiplicity=1 e_above_lowest_ev=2.166 total_energy_ev=-9864.20003 e_lumo_ha=0.033 total_charge=0
C 1.811656 0.551223 -1.738949 -0.4 -0.2 0.1
C 1.110134 -0.048044 -0.545340 -1.9 0.1 -1.6
N 1.912461 -0.957814 0.172795 0.6 -0.2 1.6
C -0.279669 -0.044726 -0.444798 3.0 0.5 0.1
N -1.060032 0.237415 -1.541768 -0.7 0.7 -0.3
N -0.853392 -0.187396 0.793966 1.6 0.1 2.7
C -2.302319 -0.249641 0.981402 0.6 0.3 0.0
C 0.023518 0.485729 1.988165 -2.7 -1.0 -1.2
H 1.887175 -0.162815 -2.570824 0.1 0.0 -0.2
H 1.301542 1.450032 -2.098914 0.0 -0.1 0.0
H 2.831277 0.845220 -1.468564 -0.1 -0.1 0.0
H 1.345227 -1.508951 0.814412 0.3 -0.1 -0.3
H 2.444685 -1.572932 -0.438719 -0.3 0.1 0.1
H -2.032814 -0.023757 -1.472326 0.2 0.2 -0.3
H -0.601471 0.082102 -2.429888 -0.4 -0.2 0.2
H -2.781955 0.687978 0.674628 -0.1 0.0 0.0
H -2.540609 -0.417818 2.036347 0.1 0.0 -0.2
H -2.737177 -1.075363 0.406197 0.1 0.1 0.1
H -0.141523 1.563212 1.944805 0.1 0.0 -0.1
H 1.090084 0.267950 2.041043 -0.2 -0.3 -0.8
H -0.426799 0.078396 2.896331 0.0 0.2 0.0

=====

No. 3
23
Properties=species:S:1:pos:R:3:forces:R:3 method="wB97M-V/def2-TZVPD" homo_ev=-16.6 spin_multiplicity=1 total_energy_ev=-24992.32974 e_lumo_ha=-0.337 total_charge=+2
C -2.500809 0.365398 -0.228267 0.0 2.3 -1.6
C -2.267439 -1.040773 -0.246204 -1.0 -3.3 0.9
C -1.690910 1.330820 0.198679 -1.0 1.9 0.8
C -1.181398 -1.850188 -0.041739 -0.8 0.8 -1.1
C 0.357030 0.088454 0.372067 -0.8 2.1 2.0
C 2.165784 -0.974230 -0.847983 -0.5 3.2 0.6
C -0.581775 0.958246 1.177495 1.6 1.3 -0.4
C 0.224990 -1.333518 0.361897 -1.7 -2.6 1.7
C 1.865556 1.831828 -0.409253 0.9 2.4 0.6
N 1.388928 -1.847356 -0.347041 0.9 -2.6 -0.9
N 1.353996 0.576377 -0.223122 1.9 -6.1 -2.3
Cl 3.585759 -0.992134 -1.726076 -1.5 0.0 0.9
H -3.342717 0.811775 -0.796243 0.3 -1.1 0.2
H -3.250207 -1.617700 -0.353930 1.6 0.6 -0.2
H -1.983615 2.458659 -0.079792 1.1 -2.7 1.1
H -1.302563 -2.945486 -0.209499 0.3 1.0 0.5
H -0.016985 1.858498 1.535646 -0.4 -0.6 -0.6
H -0.800573 0.451194 2.113921 -0.9 -0.3 -0.2
H 0.280755 -1.759435 1.431247 0.3 0.8 -1.1
H 2.911184 1.809443 -0.574233 1.2 -0.3 -0.2
H 1.760753 2.388096 0.520148 -0.2 0.2 0.1
H 1.441116 2.372954 -1.221338 -0.7 0.3 -0.7
H 1.583138 -2.940923 -0.406379 -0.5 2.8 0.0

=====

No. 4
67
Properties=species:S:1:pos:R:3:forces:R:3 method="wB97M-V/def2-TZVPD" homo_ev="-10.7 / -10.9" spin_multiplicity=5 total_energy_ev=-229860.64371 e_lumo_ha="-0.155 / -0.181" total_charge=+1
Mn -0.091235 -0.476772 -1.847095 0.4 0.6 -1.3
C -1.450426 1.130768 -6.811059 0.0 0.1 0.0
C -0.845463 -0.104025 -6.269167 -0.1 0.0 0.1
N -0.645789 -1.203698 -6.912521 -0.1 0.0 -0.4
N -0.098122 -2.067639 -6.012882 0.0 0.3 0.3
C 0.045297 -1.521094 -4.807927 0.1 0.1 0.1
S 0.656579 -2.159557 -3.379468 0.1 -0.6 0.3
N -0.417863 -0.259593 -4.956355 0.0 -0.2 -0.3
N -0.474907 0.611528 -3.871084 -0.8 0.3 0.4
H -1.685266 0.969400 -7.859202 0.0 0.0 0.0
H -0.763654 1.973983 -6.724349 0.0 0.0 0.0
H -2.364061 1.384141 -6.273030 0.0 0.0 0.0
H 0.138680 -3.005845 -6.289974 0.0 0.0 0.0
H 0.078419 1.442648 -4.070060 0.2 -0.1 0.0
H -1.459786 0.939883 -3.750930 0.3 -0.3 0.0
C -1.063590 -3.208484 -0.566664 0.2 -0.1 0.1
C 0.446299 -3.387336 -0.390653 0.0 0.5 -0.1
Ge 1.362063 -1.618708 -0.018246 0.7 -1.2 0.4
C 2.988033 -1.245817 -1.178935 -0.6 0.3 0.0
C 2.950440 0.173463 -1.760659 0.1 -0.2 0.1
C 2.009330 -1.794293 1.827076 -0.2 0.3 -0.3
C 1.350944 -1.012220 2.688646 -0.3 0.4 -0.2
Ge 0.036199 0.085333 1.681017 0.3 -0.2 -0.2
C -1.837662 -0.444430 2.193020 0.6 0.2 -0.2
C -2.593521 0.582860 3.032278 0.0 0.0 -0.1
C 0.833533 1.886869 1.284593 -0.4 -0.5 0.3
C 0.841671 2.828040 2.486140 0.0 0.0 0.0
C 1.486536 -0.914211 4.146212 0.0 0.0 0.4
C 2.324204 -1.749009 4.889659 0.0 0.0 -0.1
C 2.413732 -1.610369 6.263532 0.1 0.0 0.0
C 1.670822 -0.641647 6.925082 0.0 0.1 0.0
C 0.829094 0.192114 6.205137 0.0 0.0 0.1
C 0.739879 0.046672 4.832152 0.1 -0.1 -0.2
H -1.535776 -4.131675 -0.905158 -0.1 0.0 0.0
H -1.303291 -2.439772 -1.316077 -0.1 -0.1 0.0
H -1.533190 -2.909757 0.371978 0.0 0.0 0.0
H 0.883841 -3.833066 -1.284167 0.0 -0.1 0.1
H 0.633834 -4.052838 0.451282 0.1 0.0 0.0
H 3.016508 -1.982296 -1.980844 0.1 -0.1 0.1
H 3.886320 -1.355437 -0.572567 -0.1 -0.1 0.1
H 1.980140 0.401885 -2.233119 0.2 0.1 -0.1
H 3.708986 0.307591 -2.532670 0.0 0.1 0.0
H 3.115857 0.917689 -0.981827 0.0 0.1 0.0
H 2.796593 -2.486810 2.116062 0.0 0.0 0.0
H -1.693417 -1.367926 2.757396 0.0 0.0 0.0
H -2.388634 -0.667682 1.282593 0.1 -0.1 0.0
H -2.130501 0.721604 4.008725 0.0 0.1 0.0
H -3.612139 0.228967 3.195201 0.0 0.1 0.1
H -2.651613 1.549524 2.531918 0.0 0.0 0.0
H 0.324409 2.339522 0.438770 0.0 -0.1 -0.1
H 1.856686 1.648498 0.988310 0.0 -0.1 0.0
H -0.170560 3.089080 2.798542 0.0 0.0 0.1
H 1.360147 3.752732 2.228879 0.0 0.0 0.0
H 1.363801 2.384619 3.333498 0.0 0.0 0.0
H 2.907770 -2.510306 4.388345 0.0 0.0 0.0
H 3.068983 -2.261065 6.827336 0.0 0.0 0.0
H 1.748081 -0.536392 7.998601 0.0 0.0 0.0
H 0.248042 0.949887 6.713826 0.0 0.0 0.0
H 0.078199 0.696442 4.266174 0.0 0.1 0.1
O -3.292952 5.736232 0.195362 0.0 0.0 0.1
C -3.136746 4.719114 -0.400474 -0.1 0.0 -0.1
S -3.863872 4.338841 -1.967224 0.0 -0.2 0.0
C -3.210974 2.717443 -2.138962 -0.3 0.0 -0.4
C -2.332724 2.287475 -1.122028 0.1 0.2 -0.1
S -1.677201 0.710198 -0.921937 -1.2 0.4 1.0
S -2.111657 3.388789 0.209943 0.2 -0.2 -0.2
S -3.743355 1.825926 -3.449938 0.5 0.0 0.2

=====

No. 5
36
Properties=species:S:1:pos:R:3:forces:R:3 method="wB97M-V/def2-TZVPD" homo_ev=-7.7 spin_multiplicity=1 e_above_lowest_ev=12.627 total_energy_ev=-31103.80748 e_lumo_ha=0.017 total_charge=0
C -4.237989 2.955792 -2.676176 -0.6 -1.9 -6.2
N -3.319776 2.118120 -2.160721 0.4 -6.7 2.3
C -2.155643 2.509834 -1.847688 6.9 -1.0 1.5
N -1.135521 1.601169 -1.296321 -10.3 -3.7 -2.0
C -1.395944 0.215249 -1.028934 -4.8 8.3 15.0
H -1.402559 -0.420717 -1.656678 0.3 -8.2 -8.5
C -0.374746 -0.186609 0.349792 -5.9 -4.3 -3.3
N 0.780612 -0.447932 -0.356986 1.7 -0.4 2.4
C 1.772453 -1.300998 0.064849 0.7 1.3 -0.3
O 2.898188 -1.114974 -0.444690 -1.6 -1.5 1.3
C 1.270382 -2.324107 1.310832 8.9 4.8 -1.0
C 2.618940 -3.136974 1.708861 1.6 7.8 -0.2
H 3.646837 -2.548150 1.007937 -3.4 -1.9 2.2
C 2.587950 -2.659968 3.244301 4.1 -0.6 -1.1
H 2.205194 -3.562816 3.652662 -0.9 -0.1 1.5
C 1.880105 -1.359825 3.384342 -0.6 0.7 -4.7
H 2.509822 -0.398765 2.976966 -1.7 -2.5 1.1
H 1.380618 -1.221126 4.286917 -0.8 0.6 1.4
O 0.636437 -1.617830 2.248891 2.7 1.5 4.6
H 3.661336 -2.458624 3.695116 -1.9 -0.8 -0.9
H 2.617937 -4.121036 1.433694 -0.1 -2.6 0.0
H 0.663690 -2.919134 0.964043 -6.3 -6.3 -4.1
C 1.045322 0.682749 -1.159786 5.3 -3.6 -4.8
H 2.201585 0.991308 -0.960539 -2.9 -0.4 -1.0
C 0.102347 1.691173 -1.128216 9.2 13.4 2.6
H 0.458512 2.744929 -1.779268 -0.5 -3.1 0.9
H 0.562257 2.388313 -0.108916 -1.9 -1.5 -1.2
H 0.823523 0.251906 -2.242077 1.7 0.5 1.1
H -0.499188 0.400407 1.226632 0.4 1.1 0.3
H -0.846735 -1.197712 0.571073 0.4 1.3 0.2
H -2.616138 0.191654 -0.382662 3.2 -0.2 -2.1
S -1.515692 3.936980 -2.136425 0.4 3.6 -0.6
H -3.426024 1.046863 -2.184010 -0.3 2.5 0.1
H -3.999225 2.881868 -3.864037 -1.3 1.2 2.4
H -5.141172 2.526821 -2.453581 -2.7 -1.0 -0.1
H -4.257696 3.862163 -2.259199 0.5 3.7 1.1

=====

No. 6
21
Properties=species:S:1:pos:R:3:forces:R:3 method="wB97M-V/def2-TZVPD" homo_ev=-13.1 spin_multiplicity=1 e_above_lowest_ev=1.917 total_energy_ev=-8942.09055 e_lumo_ha=-0.121 total_charge=+1
C 0.620894 1.765901 0.344157 -1.0 1.3 0.3
C 1.056847 1.189884 -0.977967 0.9 -2.4 0.5
C 0.563881 -0.294239 -1.106672 0.5 1.5 -2.0
C 1.282122 -1.419925 -0.994590 -1.3 0.5 1.5
C 0.601493 -2.753282 -1.026648 -1.1 -0.7 -0.7
N -0.883057 1.558710 0.563436 0.4 -0.3 0.3
H 0.670094 2.849946 0.466324 1.0 -0.1 -0.2
H 1.112043 1.247034 1.159559 0.1 0.1 0.1
H 2.140795 1.066207 -0.884207 0.0 0.7 -0.4
H 0.769588 1.719074 -1.884574 0.1 0.4 0.3
H -0.279056 -0.285015 -1.809502 -0.6 -0.7 0.8
H 2.269027 -1.357942 -0.564953 0.4 -0.1 0.0
H 0.583994 -3.249299 -1.993159 0.9 -0.1 -0.3
H -0.491743 -2.691812 -0.913654 0.3 0.5 0.5
H 0.946070 -3.468605 -0.277712 0.3 0.2 -0.1
H -1.166124 1.036132 -0.266652 -0.8 -0.4 0.6
H -1.460814 2.389588 0.678238 0.3 0.3 -0.5
H -1.032071 1.050095 1.449768 -0.3 -0.7 -0.8
H -2.449528 0.569007 2.997763 -0.2 0.6 0.3
H -2.530774 -0.863623 2.754884 0.0 -0.8 -0.2
O -2.323684 -0.057834 2.286164 0.2 0.4 0.1